{"formula": "C44H37N6O7PSScSe", "method": "ωB97M-V with the def2-TZVPD basis set", "gap_ha": [0.1674, 0.1770], "e_tot_ha": -6455.96909, "relative_energy_kj_mol": 262.3, "charge": -1, "homo_energy_ev": [-2.3, -2.6], "elements": ["Sc", "O", "C", "C", "C", "C", "C", "C", "C", "N", "C", "C", "N", "H", "H", "H", "H", "H", "H", "H", "C", "C", "C", "C", "C", "C", "P", "C", "C", "C", "C", "C", "C", "C", "C", "C", "C", "C", "C", "H", "H", "H", "H", "H", "H", "H", "H", "H", "H", "H", "H", "H", "H", "O", "C", "N", "C", "O", "C", "C", "C", "C", "N", "C", "H", "H", "H", "H", "H", "H", "H", "H", "O", "Se", "O", "O", "O", "S", "C", "C", "C", "N", "C", "C", "C", "C", "C", "N", "C", "C", "H", "H", "H", "H", "H", "H", "H", "H"], "xyz": [[0.3317, 0.4868, -0.0823], [-0.8246, -0.4547, 1.1939], [-1.5871, -0.1108, 2.2193], [-2.4716, -1.0448, 2.7641], [-3.3381, -0.7020, 3.7837], [-3.3437, 0.5930, 4.2968], [-2.4463, 1.5132, 3.7862], [-1.5508, 1.1795, 2.7677], [-0.5549, 2.1793, 2.3362], [0.0291, 2.3487, 1.1557], [0.8924, 3.4212, 1.2879], [0.8197, 3.9103, 2.5447], [-0.0966, 3.1133, 3.1964], [-2.4452, -2.0508, 2.3603], [-4.0220, -1.4449, 4.1767], [-4.0393, 0.8796, 5.0741], [-2.4624, 2.5301, 4.1639], [1.5160, 3.7670, 0.4807], [1.3344, 4.7220, 3.0260], [-0.3286, 3.1413, 4.1734], [1.2736, -5.1928, -4.2093], [-0.0819, -4.9083, -4.2709], [-0.6400, -3.9523, -3.4284], [0.1580, -3.2677, -2.5178], [1.5212, -3.5644, -2.4591], [2.0753, -4.5209, -3.2951], [-0.4637, -2.0340, -1.2980], [-2.2214, -1.8226, -1.7347], [-3.2773, -2.0383, -0.8583], [-4.5826, -1.7399, -1.2403], [-4.8376, -1.2052, -2.4918], [-3.7815, -0.9474, -3.3606], [-2.4862, -1.2524, -2.9815], [-0.4263, -3.1437, 0.1717], [-1.2622, -4.2331, 0.3812], [-1.1504, -5.0060, 1.5295], [-0.1770, -4.7020, 2.4728], [0.7043, -3.6527, 2.2632], [0.5768, -2.8974, 1.1106], [1.7044, -5.9376, -4.8671], [-0.7152, -5.4317, -4.9768], [-1.7008, -3.7450, -3.4866], [2.1517, -3.0553, -1.7379], [3.1344, -4.7381, -3.2346], [-3.0882, -2.4109, 0.1390], [-5.3957, -1.9152, -0.5460], [-5.8528, -0.9658, -2.7853], [-3.9669, -0.4889, -4.3239], [-1.6657, -1.0234, -3.6535], [-2.0147, -4.4755, -0.3593], [-1.8171, -5.8447, 1.6847], [-0.0857, -5.3004, 3.3708], [1.4805, -3.4173, 2.9800], [1.9468, 6.7532, -0.6289], [2.1870, 6.4454, -2.0144], [2.0405, 5.0460, -2.1729], [3.0861, 4.2334, -2.6118], [4.1062, 4.7525, -3.0559], [2.9068, 2.7920, -2.5485], [3.9024, 1.9024, -3.1369], [3.6749, 0.5468, -3.0673], [2.5522, 0.0285, -2.4392], [1.6130, 0.8843, -1.8467], [1.8324, 2.1992, -1.9317], [1.9503, 7.7114, -0.5339], [3.2021, 6.6967, -2.3145], [1.4715, 6.9976, -2.6315], [1.1996, 4.6380, -1.8061], [4.7704, 2.3279, -3.6161], [4.3830, -0.1463, -3.5072], [2.3518, -1.0261, -2.3835], [1.0419, 2.8060, -1.4888], [3.6659, -1.3325, 2.3037], [2.1972, -0.7683, 1.9990], [2.1635, 0.5252, 0.9655], [1.4959, -1.9131, 0.7835], [1.1998, -0.6431, 3.2577], [-4.6136, 4.1809, -2.7472], [-3.4129, 3.0439, -2.1805], [-2.2253, 2.7639, -2.9214], [-1.3155, 1.8749, -2.4455], [-1.4341, 1.1872, -1.2453], [-2.6437, 1.3995, -0.5860], [-3.5987, 2.2750, -1.0022], [-5.2762, 3.2906, -4.1562], [-5.0863, 3.7436, -5.4507], [-5.5617, 2.9776, -6.5114], [-6.1992, 1.8198, -6.3642], [-6.3823, 1.3961, -5.1107], [-5.9470, 2.0843, -3.9902], [-2.0434, 3.2426, -3.8766], [-0.4283, 1.6527, -3.0230], [-2.8246, 0.7971, 0.2931], [-4.5109, 2.3726, -0.4254], [-4.5680, 4.6774, -5.6300], [-5.4099, 3.3122, -7.5326], [-6.9094, 0.4531, -5.0005], [-6.1101, 1.6889, -2.9951]], "forces_ev_per_a": [[-0.50, 0.53, -1.76], [-0.43, 0.22, 0.60], [0.27, -0.20, -0.44], [-0.16, -0.15, 0.10], [0.04, 0.01, -0.03], [0.05, -0.01, -0.06], [-0.02, 0.02, 0.04], [0.14, 0.33, 0.08], [-0.19, -0.08, 0.03], [0.07, -0.20, 0.34], [-0.07, -0.08, -0.17], [-0.08, -0.04, 0.17], [0.04, 0.18, 0.07], [-0.01, 0.02, 0.01], [0.01, 0.00, 0.01], [0.01, 0.00, 0.00], [0.00, -0.01, 0.01], [0.00, -0.03, 0.00], [-0.03, -0.01, -0.01], [0.01, 0.01, -0.02], [-0.01, 0.01, 0.02], [-0.02, 0.04, 0.03], [0.02, -0.01, -0.04], [0.03, 0.11, -0.02], [0.01, -0.04, 0.01], [-0.03, 0.02, 0.01], [-0.14, -0.44, 0.14], [0.04, -0.06, 0.02], [-0.08, 0.04, 0.03], [0.07, -0.01, 0.00], [0.05, 0.02, -0.02], [-0.03, 0.00, 0.04], [-0.01, -0.02, -0.04], [0.14, 0.09, -0.08], [-0.04, -0.03, 0.03], [0.02, 0.04, 0.00], [-0.02, -0.03, 0.00], [-0.04, -0.02, 0.02], [0.23, 0.15, -0.10], [-0.01, 0.01, 0.00], [0.01, 0.01, 0.01], [0.00, 0.01, 0.01], [0.00, 0.00, 0.00], [-0.01, 0.01, 0.00], [0.00, -0.03, -0.02], [0.02, 0.01, 0.00], [0.02, 0.00, 0.00], [0.00, 0.00, 0.01], [-0.01, 0.01, 0.00], [0.00, 0.00, -0.01], [0.00, 0.01, 0.00], [-0.01, 0.02, -0.01], [0.00, -0.03, -0.02], [0.09, 0.08, -0.11], [0.01, -0.09, 0.22], [0.07, -0.16, -0.06], [-0.02, 0.24, 0.04], [0.07, -0.01, -0.02], [0.25, -0.16, -0.15], [-0.15, 0.36, 0.08], [-0.10, -0.14, 0.07], [-0.07, 0.51, 0.02], [0.09, -0.29, 0.20], [-0.12, -0.20, -0.12], [-0.02, -0.03, 0.00], [0.04, 0.03, -0.03], [-0.09, 0.03, 0.02], [-0.08, 0.02, -0.14], [0.00, -0.01, 0.01], [0.00, 0.00, -0.01], [-0.04, -0.07, 0.04], [0.05, -0.02, 0.05], [-0.39, 0.16, -0.16], [0.66, 0.00, 0.61], [0.13, -0.62, 0.68], [-0.29, -0.02, 0.17], [0.31, -0.07, -0.44], [0.07, 0.02, -0.16], [0.02, -0.07, 0.04], [-0.23, 0.10, 0.07], [-0.02, -0.33, 0.21], [0.02, 0.44, 0.03], [0.32, -0.10, -0.20], [-0.03, 0.06, -0.15], [0.04, -0.09, 0.16], [-0.06, 0.08, -0.19], [0.01, 0.05, 0.10], [0.01, 0.03, 0.03], [0.04, 0.05, 0.06], [-0.04, -0.12, -0.01], [-0.01, 0.02, 0.03], [0.01, -0.01, 0.02], [0.08, 0.02, 0.02], [0.00, 0.00, -0.01], [0.02, -0.04, -0.02], [0.00, 0.01, 0.00], [0.01, 0.00, 0.00], [0.01, -0.02, -0.03]]}